17 unconnected molecules or ions with the total composition C84H219N17O25 in a non-equilibrium geometry, computed with ωB97M-V/def2-TZVPD.

```
! wB97M-V def2-TZVPD RIJCOSX def2/J DEFGRID3
* xyz 0 1
C -8.23253 -9.41054 30.86496
C -8.14597 -7.94809 30.91495
C -6.73027 -7.56893 31.35461
O -6.59179 -8.00631 32.69452
C -5.29421 -7.67953 33.20619
N -8.52320 -7.36891 29.62831
H -8.02544 -9.96815 31.79592
H -7.58715 -9.74782 30.07131
H -9.26268 -9.60954 30.61480
H -8.85795 -7.57997 31.66717
H -6.51046 -6.49463 31.26109
H -6.02886 -8.03438 30.68061
H -4.51721 -8.27423 32.67196
H -5.28687 -7.92631 34.27894
H -5.07033 -6.62684 33.05576
H -8.35026 -6.38985 29.61886
H -8.01223 -7.91610 28.94845
C -14.59298 -12.03375 29.42286
C -14.93984 -11.75840 30.88486
C -16.43641 -11.35749 31.07022
O -16.79004 -10.08510 30.57676
C -16.62853 -8.92454 31.38516
N -14.66574 -12.91935 31.75398
H -14.76718 -11.19110 28.82766
H -15.17078 -12.84422 29.00253
H -13.55232 -12.37651 29.38177
H -14.32481 -10.90489 31.22211
H -16.58009 -11.42103 32.19933
H -17.03501 -12.08666 30.49388
H -15.76918 -8.90725 32.02473
H -17.49982 -8.73563 32.04934
H -16.57521 -8.07467 30.66000
H -15.33694 -13.66137 31.56255
H -13.75979 -13.32535 31.45489
C -5.95580 -12.24469 30.73015
C -7.02995 -13.07684 30.03494
C -6.87934 -13.00053 28.52104
O -7.89259 -13.79609 27.93763
C -7.79775 -13.82430 26.52310
N -6.94510 -14.39938 30.65297
H -6.25832 -12.27693 31.78340
H -5.90831 -11.24600 30.24210
H -4.96095 -12.72980 30.66890
H -7.97640 -12.56800 30.33992
H -5.88783 -13.43245 28.21674
H -7.00427 -11.95001 28.17527
H -8.69305 -14.38633 26.25119
H -6.92930 -14.33417 26.22622
H -7.78690 -12.83212 26.12512
H -7.49465 -15.05110 30.09135
H -6.00381 -14.73924 30.50229
C -15.93200 -15.45189 28.56549
C -15.11852 -16.15387 29.61296
C -15.91435 -16.75857 30.73538
O -17.00590 -15.89499 31.03482
C -17.73226 -16.41257 32.16354
N -14.31803 -17.28825 29.15390
H -15.22786 -15.08654 27.79235
H -16.60013 -14.68026 28.91669
H -16.54777 -16.25859 28.12930
H -14.38390 -15.44968 30.05777
H -15.36481 -17.12013 31.62377
H -16.37778 -17.55743 30.18533
H -18.61262 -15.78221 32.37037
H -17.05467 -16.47348 33.01311
H -18.03865 -17.42570 31.94770
H -13.37669 -17.09710 28.84243
H -14.67268 -17.71197 28.27965
C -15.12952 -18.94715 35.14155
C -14.60742 -19.07551 33.66682
C -13.68812 -17.91073 33.41127
O -14.42275 -16.73426 33.61635
C -13.70495 -15.58182 33.24207
N -13.90695 -20.36234 33.46319
H -15.87777 -19.71199 35.42409
H -15.58095 -17.95381 35.28305
H -14.21547 -19.11938 35.75476
H -15.42405 -19.05348 32.89285
H -13.21168 -17.88080 32.41707
H -12.81020 -17.89861 34.06167
H -12.69326 -15.56584 33.76607
H -14.35710 -14.74177 33.47567
H -13.48708 -15.50087 32.16652
H -13.68896 -20.50501 32.43505
H -13.03154 -20.40414 34.05191
C -8.66948 -15.47637 35.68833
C -7.91084 -15.74609 34.43858
C -8.66310 -16.94840 33.76960
O -8.44793 -18.21779 34.48477
C -7.15376 -18.81673 34.38601
N -8.01970 -14.50406 33.66351
H -9.76044 -15.26538 35.49355
H -8.32671 -14.54961 36.11246
H -8.54480 -16.29691 36.42867
H -6.89751 -16.02882 34.71066
H -8.32129 -17.04694 32.76654
H -9.73765 -16.78185 33.77210
H -6.32454 -18.09302 34.52368
H -6.99255 -19.28786 33.42099
H -7.03272 -19.56507 35.15770
H -8.94139 -14.11364 33.61874
H -7.52403 -14.43507 32.78487
C -6.68989 -11.79524 35.35659
C -8.11321 -11.19324 35.28219
C -8.74210 -11.10043 36.64419
O -8.24694 -10.01965 37.40491
C -9.25255 -9.59870 38.31705
N -8.20499 -9.87758 34.64152
H -5.93442 -11.27293 35.97888
H -6.32118 -11.84351 34.30272
H -6.77608 -12.81610 35.84013
H -8.70728 -11.89680 34.71151
H -8.50030 -12.04996 37.12561
H -9.84887 -11.01423 36.63548
H -10.15412 -9.41945 37.71300
H -8.93745 -8.66027 38.78310
H -9.39333 -10.30271 39.14738
H -7.76919 -9.94906 33.72901
H -7.62670 -9.23326 35.19241
C -7.59025 -17.96196 26.38229
C -6.58718 -18.54478 27.36015
C -7.20822 -19.79202 28.01906
O -6.37206 -20.21150 29.08299
C -6.60168 -21.56629 29.48639
N -5.25909 -18.74823 26.78164
H -8.01128 -18.78483 25.75935
H -7.16694 -17.20391 25.78097
H -8.38892 -17.47533 26.94276
H -6.44893 -17.78971 28.14832
H -7.21497 -20.57854 27.29905
H -8.22762 -19.60412 28.37054
H -7.32140 -21.64596 30.30846
H -5.62940 -21.88511 29.74306
H -6.92497 -22.10340 28.57400
H -4.72751 -19.25773 27.40568
H -5.16610 -19.31754 25.94205
C -12.08531 -24.80924 36.10319
C -12.12522 -23.45811 35.38512
C -11.06227 -22.52580 35.97885
O -11.42896 -21.21738 35.61865
C -10.27845 -20.40016 35.80161
N -11.96820 -23.60865 33.89511
H -12.06859 -24.51725 37.14643
H -11.15294 -25.35576 35.81105
H -12.96242 -25.41979 35.85409
H -13.07814 -22.96965 35.57117
H -10.12330 -22.83538 35.45350
H -10.77266 -22.57811 37.03689
H -10.39635 -19.37625 35.46529
H -9.47954 -20.82853 35.15406
H -9.96026 -20.43906 36.85535
H -12.42416 -22.80361 33.40402
H -12.58803 -24.33089 33.56504
C -15.80143 -14.97862 36.56614
O -14.44074 -14.60010 36.65350
C -13.63342 -15.77308 36.64746
C -12.22104 -15.31313 36.88968
N -12.06428 -14.45865 38.03477
C -10.73177 -13.83131 37.99985
C -9.72399 -14.69287 38.74980
O -8.52605 -13.87729 38.67392
C -7.38058 -14.36526 39.27808
H -16.15345 -15.38830 35.62101
H -16.33548 -14.12827 36.89016
H -15.97281 -15.74137 37.39726
H -13.61525 -16.17828 35.64119
H -14.08351 -16.52109 37.30756
H -11.85104 -14.79711 35.99974
H -11.52757 -16.22018 37.04231
H -12.74584 -13.69672 38.12328
H -10.72020 -12.89486 38.54148
H -10.37327 -13.71554 36.99792
H -9.52092 -15.69637 38.28827
H -10.02460 -14.79539 39.77559
H -6.73682 -13.47179 39.25171
H -6.89536 -15.17458 38.71933
H -7.44036 -14.76509 40.30576
C -11.39329 -14.53536 26.79479
O -10.62990 -15.46684 26.01895
C -10.90570 -15.30948 24.63714
C -10.28210 -16.51814 23.95286
N -10.63096 -16.49365 22.53237
C -11.58743 -17.50552 22.12895
C -12.12804 -17.15922 20.67769
O -11.07441 -17.06095 19.73162
C -11.64461 -16.70246 18.48428
H -11.43606 -14.93381 27.80153
H -12.38361 -14.55476 26.35806
H -10.98666 -13.50317 26.86967
H -10.56259 -14.34559 24.26453
H -12.00437 -15.39493 24.41939
H -10.51913 -17.42517 24.50003
H -9.19958 -16.45347 24.01015
H -9.80025 -16.46134 21.92768
H -12.38922 -17.41135 22.84015
H -11.23123 -18.60434 22.19448
H -12.60353 -16.19934 20.76383
H -12.86208 -17.81607 20.32763
H -10.94753 -16.79601 17.67696
H -11.92648 -15.62174 18.46201
H -12.46339 -17.30731 18.17318
C -9.21655 -19.86950 31.43301
O -9.75637 -20.54512 30.30682
C -11.12910 -20.86804 30.40201
C -12.05499 -19.79805 30.02870
N -13.45515 -20.23839 30.24605
C -13.92286 -21.12906 29.13051
C -15.31492 -21.53199 29.36847
O -16.12975 -20.37009 29.05246
C -17.50682 -20.68639 29.18001
H -8.17494 -19.61227 31.28918
H -9.37333 -20.41799 32.37885
H -9.71160 -18.90603 31.47088
H -11.34116 -21.17444 31.43390
H -11.25800 -21.84749 29.84475
H -11.86880 -19.52281 28.94890
H -11.87951 -18.97233 30.66510
H -14.08301 -19.41902 30.13589
H -13.29283 -22.07594 29.06508
H -13.90308 -20.61525 28.10891
H -15.49475 -21.72823 30.43322
H -15.67981 -22.40020 28.82710
H -18.09170 -19.78011 29.14322
H -17.75418 -21.10804 30.19295
H -17.81488 -21.37601 28.43045
C -13.34748 -9.58238 37.67826
O -13.94565 -10.06160 36.52739
C -14.29617 -11.44667 36.58092
C -15.00942 -11.71027 35.27961
N -16.11237 -10.78118 35.12349
C -17.24821 -11.21944 35.85816
C -17.95986 -12.28401 35.04515
O -19.08454 -12.75258 35.82807
C -19.92784 -13.66346 35.12419
H -12.45835 -10.17396 37.93280
H -14.09969 -9.65884 38.50057
H -13.17710 -8.53531 37.45740
H -14.97506 -11.72155 37.36414
H -13.37747 -12.06708 36.59595
H -15.39217 -12.72016 35.32965
H -14.31618 -11.64502 34.42081
H -15.87683 -9.84237 35.25627
H -17.97300 -10.41226 36.06589
H -16.94064 -11.57610 36.85076
H -17.37316 -13.13595 34.72573
H -18.32421 -11.78548 34.14560
H -20.67865 -13.95075 35.84459
H -19.37914 -14.54099 34.81450
H -20.40059 -13.12041 34.31177
C -0.36945 -18.20562 31.56057
O -1.50034 -18.32493 32.41970
C -2.05609 -19.62510 32.23277
C -3.27205 -19.71495 33.17042
N -4.23368 -18.66344 32.79502
C -4.81118 -18.79798 31.49373
C -5.60686 -17.48982 31.29527
O -4.76725 -16.37578 31.41144
C -3.77805 -16.28026 30.34273
H -0.63056 -18.57748 30.58681
H 0.51527 -18.84758 31.88681
H -0.13073 -17.17113 31.62638
H -1.31969 -20.41868 32.28536
H -2.40976 -19.75589 31.16876
H -2.99388 -19.53308 34.20217
H -3.81220 -20.65480 33.04514
H -3.70581 -17.79630 32.76931
H -5.50084 -19.67919 31.46336
H -4.16633 -18.90404 30.61716
H -6.39589 -17.48609 32.02955
H -6.11840 -17.58837 30.31386
H -2.88273 -16.86484 30.59900
H -3.56412 -15.23612 30.17854
H -4.20143 -16.68018 29.38463
C -11.61390 -12.27008 34.30561
O -10.48069 -12.72019 33.64357
C -10.18641 -11.93943 32.48959
C -11.13867 -12.15820 31.37009
N -11.52712 -13.59123 31.08366
C -10.46444 -14.30093 30.46456
C -10.84086 -15.75051 30.48683
O -9.76873 -16.78276 30.49183
C -9.20305 -16.93347 29.17146
H -12.53369 -12.74388 33.95376
H -11.50451 -11.18374 34.39053
H -11.50362 -12.65568 35.31812
H -9.16329 -12.27626 32.16340
H -10.13137 -10.86877 32.75409
H -10.64422 -11.75698 30.48713
H -12.08976 -11.69870 31.54307
H -11.62392 -13.96762 32.01896
H -9.44200 -14.17057 30.94118
H -10.32858 -13.94453 29.45010
H -11.61102 -15.99910 29.73899
H -11.29911 -15.98994 31.46077
H -8.88499 -15.94855 28.76387
H -10.04244 -17.34732 28.53990
H -8.42156 -17.65980 29.31296
C -8.86857 -9.83445 27.24339
O -10.03268 -9.09295 27.37941
C -11.23873 -9.77359 27.73812
C -12.11944 -8.77802 28.52645
N -11.56203 -8.61544 29.88655
C -12.49420 -8.00157 30.82202
C -12.02391 -8.07977 32.25487
O -12.99060 -7.53289 33.11513
C -12.78954 -7.93595 34.45587
H -8.63227 -10.35853 28.18234
H -7.99420 -9.24885 27.01032
H -8.90163 -10.61302 26.43744
H -11.03967 -10.64824 28.38246
H -11.78488 -10.05587 26.78987
H -13.13953 -9.24738 28.55324
H -12.19333 -7.78491 28.01145
H -10.73887 -8.02157 29.81939
H -13.46087 -8.51160 30.71767
H -12.75066 -6.96204 30.59299
H -11.04228 -7.59431 32.33223
H -11.85089 -9.15708 32.46029
H -13.61294 -7.59440 35.12457
H -11.83870 -7.57161 34.82479
H -12.84750 -9.05964 34.54671
C -18.80645 -18.02907 26.22737
O -17.47854 -18.05576 25.81559
C -16.83057 -19.16790 26.45006
C -15.43477 -19.38223 25.84361
N -14.58216 -18.26986 26.23388
C -13.32026 -18.25678 25.50045
C -12.24671 -19.12434 26.08665
O -12.53598 -20.50458 25.87864
C -11.49976 -21.27955 26.44349
H -18.96133 -17.97397 27.31204
H -19.44567 -18.84023 25.90241
H -19.26277 -17.14527 25.83640
H -17.39388 -20.11870 26.36894
H -16.68505 -18.91610 27.47285
H -15.40685 -19.52901 24.75359
H -14.98250 -20.31264 26.25182
H -15.03942 -17.43178 25.95605
H -12.94805 -17.25322 25.38669
H -13.40103 -18.65306 24.47900
H -12.07456 -18.91577 27.16673
H -11.33746 -18.82772 25.57217
H -10.57224 -21.00098 25.96654
H -11.69026 -22.37741 26.31222
H -11.40468 -21.13899 27.51721
*
```

The LUMO energy comes out at 0.51 eV. The relative energy (zero: lowest compared OMol25 entry of this formula, charge and spin) comes out at 0.0 kJ/mol. The frontier orbital gap comes out at 8.5043 eV. The calculation puts the total energy at -6143.0811 Eh.